[1]
{"formula": "C3H8FN3", "method": "ωB97M-V/def2-TZVPD", "mol_weight_g_mol": 105.116, "orbital_gap_ev": [9.4, 9.4], "lumo_energy_ev": [0.681, 0.681], "homo_ev": [-8.69, -8.69], "charge": 0, "symbols": ["C", "C", "C", "N", "N", "N", "F", "H", "H", "H", "H", "H", "H", "H", "H"], "xyz": [[-0.722, 1.690, 1.040], [0.998, -0.534, -2.351], [-1.085, 0.970, 2.038], [0.842, -0.369, -0.902], [0.164, -1.287, -0.247], [0.104, -1.310, 1.006], [-1.677, 1.574, 3.113], [-1.048, 2.739, 1.005], [-0.249, 1.253, 0.159], [-0.285, -2.175, -0.586], [1.499, 0.262, -2.760], [0.138, -0.710, -2.861], [1.731, -1.408, -2.459], [-1.010, -0.132, 2.351], [0.599, -0.562, 1.454]]}

***

[2]
{"formula": "CH3NO2", "method": "ωB97M-V/def2-TZVPD", "mol_weight_g_mol": 61.040, "orbital_gap_ev": [6.1, 9.2], "spin_multiplicity": 3, "lumo_energy_ev": [0.932, -1.759], "homo_ev": [-5.21, -10.98], "charge": 0, "s_squared": 2.007, "symbols": ["C", "N", "O", "O", "H", "H", "H"], "xyz": [[-0.313, -0.514, 0.053], [0.910, 0.025, 0.002], [-1.411, 0.110, 0.022], [-1.438, 1.453, -0.080], [-0.432, -1.585, 0.136], [0.934, 1.031, -0.117], [1.750, -0.520, -0.016]]}

***

[3]
{"formula": "C18H36N2O3RuSe2Si2", "method": "ωB97M-V/def2-TZVPD", "mol_weight_g_mol": 643.659, "orbital_gap_ev": [6.6, 6.7], "spin_multiplicity": 2, "lumo_energy_ev": [2.551, 2.668], "homo_ev": [-4.09, -4.03], "charge": -1, "s_squared": 0.760, "symbols": ["Ru", "C", "Si", "C", "C", "N", "C", "C", "C", "C", "C", "C", "N", "Si", "C", "C", "C", "H", "H", "H", "H", "H", "H", "H", "H", "H", "H", "H", "H", "H", "H", "H", "H", "H", "H", "H", "H", "H", "H", "O", "C", "C", "C", "O", "C", "Se", "C", "Se", "H", "H", "H", "H", "H", "H", "H", "H", "H", "H", "C", "O", "H", "H", "H", "H"], "xyz": [[-0.066, -0.082, 0.139], [1.439, 3.930, 2.163], [1.790, 2.397, 1.127], [2.465, 1.078, 2.269], [3.106, 2.790, -0.159], [0.317, 1.822, 0.399], [-0.600, 2.659, -0.257], [-0.372, 3.947, -0.716], [-1.379, 4.640, -1.392], [-2.604, 4.039, -1.613], [-2.837, 2.735, -1.171], [-1.848, 2.035, -0.497], [-1.917, 0.708, -0.038], [-3.425, 0.138, 0.637], [-4.082, 1.531, 1.730], [-3.160, -1.370, 1.722], [-4.794, -0.273, -0.593], [2.355, 4.280, 2.648], [0.712, 3.693, 2.942], [1.034, 4.752, 1.575], [3.439, 1.382, 2.661], [2.580, 0.124, 1.751], [1.790, 0.907, 3.110], [4.040, 3.097, 0.318], [2.792, 3.584, -0.839], [3.302, 1.905, -0.769], [0.597, 4.408, -0.579], [-1.186, 5.639, -1.763], [-3.379, 4.566, -2.157], [-3.784, 2.255, -1.380], [-3.461, 1.633, 2.623], [-5.108, 1.324, 2.051], [-4.076, 2.488, 1.210], [-2.102, -1.561, 1.906], [-3.576, -2.266, 1.261], [-3.645, -1.214, 2.690], [-5.135, 0.600, -1.152], [-5.651, -0.660, -0.033], [-4.482, -1.045, -1.297], [3.613, -4.025, 1.382], [3.668, -2.845, 0.575], [2.785, -2.920, -0.680], [3.377, -3.953, -1.654], [3.397, -5.281, -1.159], [2.864, -1.529, -1.351], [1.219, -0.550, -1.817], [1.357, -3.334, -0.336], [0.557, -2.252, 1.100], [2.753, -4.009, 1.825], [4.713, -2.725, 0.277], [3.380, -1.978, 1.172], [4.394, -3.629, -1.920], [2.784, -3.964, -2.573], [3.626, -5.227, -0.219], [3.406, -1.607, -2.297], [3.443, -0.847, -0.725], [1.325, -4.385, -0.060], [0.735, -3.196, -1.220], [-2.151, -2.311, -2.156], [-2.420, -2.840, -0.869], [-3.108, -2.173, -2.659], [-1.537, -2.988, -2.762], [-1.632, -1.352, -2.092], [-1.641, -2.696, -0.311]]}

***

[4]
{"formula": "C33H62N8O4P", "method": "ωB97M-V/def2-TZVPD", "mol_weight_g_mol": 665.885, "orbital_gap_ev": 9.8, "lumo_energy_ev": -2.696, "homo_ev": -12.53, "charge": 1, "symbols": ["O", "P", "O", "O", "C", "N", "C", "C", "O", "C", "C", "H", "H", "H", "H", "H", "H", "H", "H", "H", "H", "H", "H", "H", "C", "C", "C", "C", "N", "H", "H", "H", "H", "H", "H", "H", "C", "C", "C", "C", "N", "H", "H", "H", "H", "H", "H", "H", "C", "C", "C", "C", "N", "H", "H", "H", "H", "H", "H", "H", "C", "C", "C", "C", "N", "H", "H", "H", "H", "H", "H", "H", "C", "C", "C", "C", "N", "H", "H", "H", "H", "H", "H", "H", "C", "C", "C", "C", "N", "H", "H", "H", "H", "H", "H", "H", "C", "C", "C", "C", "N", "H", "H", "H", "H", "H", "H", "H"], "xyz": [[5.077, -0.857, 0.041], [3.809, -1.555, -0.670], [4.522, -2.558, -1.949], [3.064, -2.542, 0.555], [2.734, -0.135, -1.346], [1.280, -0.515, -1.637], [0.586, -0.683, -0.315], [-0.077, -2.141, -0.013], [0.378, -3.245, -0.869], [0.012, -2.778, -2.248], [1.114, -1.631, -2.634], [4.341, -2.019, -2.777], [3.076, -3.509, 0.228], [3.221, 0.254, -2.364], [2.753, 0.759, -0.588], [0.862, 0.354, -2.088], [1.304, -0.393, 0.588], [-0.301, 0.115, -0.260], [-1.268, -2.059, 0.031], [0.239, -2.436, 1.100], [-1.032, -2.211, -2.130], [-0.059, -3.678, -2.996], [0.740, -1.143, -3.658], [2.116, -2.197, -2.919], [-5.215, 1.224, 1.794], [-4.207, 0.084, 1.839], [-2.769, 0.561, 2.042], [-2.291, 1.380, 0.921], [-1.920, 2.034, 0.037], [-5.029, 1.894, 0.950], [-6.229, 0.826, 1.683], [-5.181, 1.813, 2.717], [-4.283, -0.500, 0.913], [-4.475, -0.589, 2.662], [-2.117, -0.314, 2.150], [-2.694, 1.129, 2.976], [1.733, 3.546, 1.007], [2.260, 3.656, 2.432], [2.482, 2.298, 3.097], [1.229, 1.549, 3.266], [0.238, 0.958, 3.389], [0.752, 3.064, 0.976], [1.627, 4.543, 0.568], [2.420, 2.970, 0.379], [1.563, 4.258, 3.028], [3.212, 4.199, 2.413], [2.940, 2.455, 4.081], [3.192, 1.706, 2.507], [0.923, 0.437, 7.507], [1.931, -0.703, 7.552], [3.369, -0.226, 7.755], [3.847, 0.593, 6.634], [4.218, 1.248, 5.750], [1.109, 1.108, 6.663], [-0.091, 0.039, 7.397], [0.957, 1.027, 8.430], [1.855, -1.287, 6.626], [1.663, -1.375, 8.375], [4.021, -1.101, 7.863], [3.444, 0.343, 8.690], [4.152, 8.346, -2.396], [2.888, 7.580, -2.763], [2.219, 6.914, -1.561], [3.067, 5.880, -0.953], [3.744, 5.070, -0.471], [4.921, 7.684, -1.988], [4.570, 8.831, -3.285], [3.938, 9.123, -1.655], [3.132, 6.827, -3.523], [2.177, 8.276, -3.222], [1.277, 6.459, -1.887], [1.962, 7.672, -0.812], [-2.603, -6.655, -4.783], [-1.832, -6.417, -6.074], [-0.591, -5.546, -5.881], [-0.928, -4.186, -5.443], [-1.199, -3.114, -5.089], [-2.989, -5.721, -4.366], [-3.459, -7.312, -4.971], [-1.968, -7.133, -4.030], [-2.501, -5.961, -6.814], [-1.522, -7.387, -6.481], [-0.044, -5.492, -6.830], [0.083, -6.014, -5.154], [-8.335, -1.238, 6.341], [-6.916, -1.643, 5.966], [-5.926, -0.479, 6.017], [-6.243, 0.565, 5.033], [-6.502, 1.391, 4.260], [-8.743, -0.503, 5.642], [-8.993, -2.113, 6.323], [-8.367, -0.811, 7.349], [-6.922, -2.088, 4.963], [-6.579, -2.423, 6.658], [-4.918, -0.862, 5.820], [-5.910, -0.048, 7.024], [2.597, -2.000, -8.441], [1.275, -1.530, -7.849], [1.441, -0.408, -6.824], [2.196, -0.843, -5.641], [2.800, -1.188, -4.712], [3.252, -2.426, -7.676], [2.417, -2.776, -9.193], [3.124, -1.173, -8.927], [0.761, -2.385, -7.392], [0.634, -1.171, -8.663], [0.448, -0.066, -6.509], [1.940, 0.450, -7.289]]}

***

| no. | DFT total energy (Eh) |
| --- | --- |
| 1 | -383.0707 |
| 2 | -244.8869 |
| 3 | -6519.6163 |
| 4 | -2374.6187 |